# 1
The following is a DFT calculation (ωB97M-V with the def2-TZVPD basis set) of 2 unconnected molecules or ions with the total composition C6H18ClNSi3 at a distorted geometry.

CARTESIAN COORDINATES (ANGSTROEM)
C1 0.572936 -2.196487 -0.216631
C2 -0.008727 -2.077553 2.200193
C3 -1.586323 0.044344 -1.278264
C4 -2.586912 0.572036 0.961270
C5 0.541738 -1.232187 1.013200
C6 -1.592500 -0.344009 0.194368
N1 -0.295511 0.003797 0.713594
Si1 2.655322 1.501278 0.564828
Si2 2.649174 3.190433 -2.741837
Si3 0.488457 1.508428 0.427681
Cl1 2.189116 1.034544 -2.422649
H1 1.473179 -2.930088 -0.172707
H2 -0.218850 -2.844391 -0.517582
H3 0.926469 -1.630929 -1.104300
H4 -1.098056 -2.128754 2.317851
H5 0.337001 -1.563616 3.114039
H6 0.436530 -3.105815 2.211351
H7 -2.557891 -0.066538 -1.671175
H8 -1.392626 1.114083 -1.373279
H9 -0.759586 -0.466552 -1.698647
H10 -2.913737 0.244787 1.985605
H11 -3.480629 0.699924 0.426684
H12 -2.243119 1.561384 0.997044
H13 1.651132 -1.083813 1.251374
H14 -2.010632 -1.419853 0.183117
H15 4.325491 1.400919 0.336700
H16 2.912842 2.883100 0.952163
H17 3.716809 3.239340 -1.813414
H18 1.488214 3.788940 -1.952707

Forces on the atoms, in the same order (eV/Å):
C 3.68 0.13 -1.07
C 0.77 0.67 0.98
C 0.10 1.17 1.27
C -0.50 -1.84 0.87
C -0.34 -2.50 -0.36
C -2.71 1.11 -0.08
N 3.87 -2.33 0.88
Si 5.76 0.84 -1.22
Si -1.31 0.63 -1.40
Si -3.80 0.06 -0.54
Cl -0.36 -0.92 0.79
H -1.36 1.07 0.67
H -1.17 0.03 0.30
H -0.57 -0.06 0.25
H 0.21 -0.07 -0.55
H -0.16 -0.35 -0.05
H -0.45 0.92 -0.17
H -0.94 -0.79 -1.04
H 0.19 0.17 0.05
H 0.27 -0.62 -1.19
H 0.78 0.12 -0.84
H -1.52 -0.29 -0.98
H 1.02 1.40 0.35
H -1.74 0.70 -0.38
H 1.55 1.35 0.87
H -2.21 -0.86 0.03
H -0.54 0.56 0.60
H 1.29 -0.01 1.66
H 0.18 -0.28 0.30

E_LUMO (alpha / beta)   -2.4 / -2.4 eV
E   -1622.60343 hartree
Kohn-Sham gap (alpha / beta)   0.1478 / 0.1469 Ha


# 2
The following is a DFT calculation (ωB97M-V with the def2-TZVPD basis set) of a molecular structure, C32H69AsF6HgNO14S6 at a distorted geometry.

CARTESIAN COORDINATES (ANGSTROEM)
Hg1 -0.827040 5.675323 -3.788145
C1 -2.526242 7.517629 0.564435
O1 -1.587852 7.897871 -0.472324
H1 -2.588048 6.432067 0.488076
H2 -2.245558 7.691993 1.603144
H3 -3.540101 7.911070 0.491096
C2 4.021418 4.344675 -4.051370
O2 3.099897 5.274235 -4.525195
H4 3.731223 3.294538 -4.084489
H5 4.927042 4.468029 -4.645292
H6 4.150312 4.495359 -2.979555
As1 0.037159 0.214435 -0.724267
F1 -0.381162 0.474448 1.061840
F2 -0.283034 1.942914 -1.178289
F3 0.545926 -0.071922 -2.368836
F4 0.203912 -1.533789 -0.301430
F5 -1.756646 -0.060262 -1.068853
F6 1.767790 0.596470 -0.283747
C3 -6.466478 3.125215 9.128674
C4 -5.778043 1.892489 8.469246
N1 -4.694585 2.364415 7.598825
C5 -5.022290 3.227956 6.504966
C6 -6.163410 2.778212 5.604764
C7 -3.407546 2.777646 8.324574
C8 -2.157826 2.720989 7.388308
H7 -7.017885 3.618904 8.328479
H8 -5.709597 3.824171 9.484634
H9 -7.180983 2.877172 9.913567
H10 -5.217282 1.169575 9.061727
H11 -6.556796 1.236054 8.081015
H12 -4.161208 3.157504 5.840358
H13 -5.264708 4.243161 6.819089
H14 -7.138063 3.011893 6.033203
H15 -5.999194 1.701611 5.559429
H16 -6.192209 3.142802 4.577954
H17 -3.594054 3.799341 8.655423
H18 -3.369346 2.202698 9.249810
H19 -2.151693 1.837615 6.749787
H20 -2.041271 3.630234 6.798571
H21 -1.303209 2.652357 8.061375
C9 0.271586 -0.715439 -9.413425
C10 -1.238713 -0.983032 -9.162934
C11 -1.614782 0.004796 -8.044470
S1 -0.731908 1.576146 -8.339697
O3 -0.428355 2.305130 -7.098442
O4 -1.303099 2.271747 -9.491657
C12 0.703888 0.625887 -8.922862
H22 0.447809 -0.817339 -10.484254
H23 0.821791 -1.574355 -9.029186
H24 -1.482821 -2.013090 -8.903165
H25 -1.865697 -0.805431 -10.036690
H26 -1.211056 -0.421554 -7.126136
H27 -2.669833 0.231427 -7.890837
H28 1.287396 0.474514 -8.014737
H29 1.383508 1.168961 -9.579590
C13 8.948771 -1.653755 -2.328343
C14 9.479058 -2.320757 -3.607955
C15 9.876694 -1.127057 -4.486068
S2 8.565375 0.120094 -4.512871
O5 7.707223 -0.220583 -5.638556
O6 9.119106 1.468938 -4.388365
C16 7.803216 -0.544545 -2.896976
H30 9.780556 -1.205982 -1.784528
H31 8.591978 -2.394322 -1.612553
H32 8.742543 -2.900837 -4.163967
H33 10.304379 -3.007784 -3.421035
H34 10.155349 -1.294836 -5.526403
H35 10.652342 -0.514464 -4.026509
H36 7.017955 -1.211720 -3.252430
H37 7.297987 0.173851 -2.251423
C17 2.116024 -6.429116 -4.836838
C18 0.995164 -5.559409 -5.144898
C19 -0.276300 -6.228219 -4.592481
S3 0.047051 -8.102185 -4.347720
O7 -0.716088 -8.902654 -5.280405
O8 0.109905 -8.493166 -2.946974
C20 1.768695 -7.916238 -4.969087
H38 2.331948 -6.247129 -3.784054
H39 3.011170 -6.144383 -5.389778
H40 0.787580 -5.335875 -6.191337
H41 1.191505 -4.632126 -4.606659
H42 -1.125659 -6.166913 -5.272875
H43 -0.670089 -5.739779 -3.701154
H44 1.757326 -8.172110 -6.028567
H45 2.250331 -8.498767 -4.183737
C21 3.324305 5.943864 4.623661
C22 3.126364 5.360990 3.154596
C23 3.514379 6.494737 2.195900
S4 3.455501 8.138184 3.110346
O9 2.348391 9.008218 2.671925
O10 4.781836 8.595332 3.247014
C24 2.874352 7.367460 4.689336
H46 4.363042 5.875292 4.946808
H47 2.784038 5.364705 5.372518
H48 2.104391 5.014497 3.000904
H49 3.789272 4.515847 2.969120
H50 2.676769 6.567874 1.502243
H51 4.437434 6.405910 1.623035
H52 1.808511 7.394382 4.462703
H53 3.071102 7.969571 5.576389
C25 -7.187567 -3.850560 -1.658878
C26 -7.080155 -2.589273 -2.532117
C27 -7.574016 -1.350945 -1.744456
S5 -9.040605 -1.985036 -1.032824
O11 -10.122122 -1.664264 -1.961481
O12 -9.116509 -1.438897 0.340189
C28 -8.542902 -3.784817 -0.951240
H54 -6.494551 -3.911975 -0.819794
H55 -7.071664 -4.755273 -2.255668
H56 -7.769899 -2.606608 -3.375957
H57 -6.142631 -2.637985 -3.085991
H58 -7.662239 -0.453701 -2.357032
H59 -6.936302 -1.077056 -0.903965
H60 -9.348624 -4.380174 -1.380708
H61 -8.654341 -4.079734 0.092181
C29 2.192148 -3.759926 4.864646
C30 3.236358 -4.683052 5.317303
C31 2.422783 -5.865325 5.935219
S6 1.208013 -5.094398 7.079844
O13 1.942948 -4.693810 8.251360
O14 -0.023650 -5.815415 7.213082
C32 1.073574 -3.618461 5.882274
H62 1.789688 -4.100673 3.910703
H63 2.586612 -2.773167 4.622130
H64 3.828348 -4.249207 6.123179
H65 3.971226 -5.003191 4.578678
H66 2.907008 -6.706384 6.431456
H67 1.840191 -6.230450 5.089419
H68 1.060454 -2.701774 6.471857
H69 0.096610 -3.838969 5.452146

Forces on the atoms, in the same order (eV/Å):
Hg 0.25 0.02 0.21
C 1.31 0.60 -1.92
O -1.96 -0.60 2.23
H -0.06 -0.58 -0.03
H 0.92 0.18 0.09
H -0.07 0.22 -0.69
C -1.18 2.11 0.22
O 0.44 -1.28 0.35
H -0.49 -0.50 -0.64
H 0.41 -0.32 -0.09
H 0.46 0.10 0.27
As -1.07 0.66 1.86
F 0.45 0.00 -2.35
F 0.56 -1.70 0.81
F -0.39 -0.20 0.63
F 0.08 1.65 -0.69
F 2.32 0.07 0.25
F -1.92 -0.51 -0.53
C 0.29 -0.88 -0.16
C 0.87 0.95 0.67
N 0.58 -1.33 0.08
C 0.13 0.39 -1.13
C -0.27 -1.06 0.63
C -2.08 0.02 -1.69
C -0.56 -0.11 1.35
H -0.08 0.12 0.06
H -0.13 -0.01 0.23
H 0.10 -0.01 0.10
H -0.35 0.37 1.12
H 0.12 0.28 -1.12
H 0.27 0.83 0.13
H 0.53 0.59 0.09
H -0.10 -0.28 0.09
H -0.61 -0.25 -0.27
H 0.52 0.34 0.19
H 0.44 0.44 0.10
H 0.39 -0.39 -0.31
H -0.17 0.08 0.02
H -0.14 -0.14 -0.04
H 0.25 0.04 -0.15
C -0.85 -1.65 -1.71
C -0.54 1.23 0.04
C -0.33 -0.18 0.41
S 0.67 0.02 -0.11
O -0.64 -1.15 -1.88
O 0.16 -0.57 1.11
C 1.20 0.51 1.37
H -0.05 0.24 -0.14
H 0.29 0.41 0.57
H 0.35 0.06 0.39
H 0.26 0.34 -0.20
H 0.00 0.45 0.31
H 0.02 -0.10 -0.17
H -0.02 0.20 0.23
H -0.53 0.23 -0.19
C -1.10 1.17 -0.71
C -0.13 0.98 -0.48
C 0.65 0.88 -0.05
S -0.40 -0.73 0.79
O 0.17 0.51 0.80
O -0.63 -1.51 0.03
C 1.41 -1.97 -0.26
H -0.02 0.54 -0.28
H -0.80 0.18 -0.21
H -0.36 0.00 0.30
H 0.19 0.26 0.06
H -0.13 -0.25 0.07
H 0.46 -0.39 0.14
H -0.10 0.14 -0.25
H 0.77 0.20 0.07
C 1.82 -1.49 0.97
C -2.48 0.86 -0.06
C -1.13 -0.46 0.27
S 0.89 1.64 -0.31
O -0.04 0.40 0.32
O -0.19 0.51 -0.91
C -0.94 0.72 0.54
H 0.30 -0.09 0.12
H 0.08 -0.27 -0.05
H 0.51 -0.07 -0.13
H -0.40 0.25 -0.31
H 0.17 -0.26 -0.27
H 0.40 -0.46 0.43
H 0.29 -0.81 0.32
H 0.71 -0.45 -0.92
C 0.39 -1.15 0.11
C 1.07 0.91 1.32
C -1.67 0.84 -0.40
S -3.44 -1.50 0.50
O 1.90 -1.09 0.14
O 2.10 1.15 -0.03
C -0.81 0.51 -1.72
H 0.23 -0.05 -0.31
H -0.18 -0.18 -0.16
H 0.04 0.25 0.01
H -0.09 -0.05 0.27
H 0.27 0.30 -0.38
H 0.06 0.07 0.45
H -0.25 0.08 0.42
H 0.36 -0.11 -0.23
C -0.79 0.04 0.67
C 0.07 -0.13 -0.59
C 2.34 -0.74 -0.23
S -1.25 1.84 1.79
O 0.54 -1.11 0.66
O -0.17 -1.21 -1.73
C -1.59 0.46 -0.24
H 0.68 0.39 -0.49
H -0.10 0.04 0.04
H -0.48 -0.66 0.01
H 0.47 0.89 0.66
H -0.68 -0.27 0.02
H 0.16 -0.21 0.04
H 0.01 0.31 -0.75
H 0.81 0.40 0.17
C -0.79 1.68 -1.30
C 0.92 -1.71 2.40
C -0.37 -0.03 -0.50
S 1.83 1.44 -2.01
O -0.06 0.02 0.34
O -0.13 -0.16 -0.15
C -0.94 -1.42 1.14
H -0.22 -0.19 0.03
H 0.11 0.07 0.13
H 0.07 0.19 0.11
H -0.40 -0.11 -0.24
H 0.25 0.30 0.01
H -0.29 -0.45 0.16
H 0.04 -0.14 -0.07
H -0.03 0.52 -0.08

Charge   -1
E_LUMO   -3.4 eV
E   -7745.93150 hartree
Kohn-Sham gap   0.0835 Ha